Entry 1:
The ion C21H23F2 with charge +1 at a distorted geometry, computed with wB97M-V/def2-TZVPD.

Last column: Mulliken charge in e.
Atoms and positions in Å:
1 C -4.70 -0.87 0.02  -0.720
2 C -4.40 0.57 0.43  -0.646
3 C -3.39 1.28 -0.50  -1.009
4 C -1.85 0.99 -0.18  -0.293
5 C -1.22 -0.36 -0.36  0.671
6 C 0.12 -0.70 0.09  -1.184
7 C -2.22 -1.34 -0.88  -1.046
8 C -3.44 -1.75 0.07  -0.583
9 H -5.47 -1.27 0.70  0.357
10 H -5.14 -0.90 -0.99  0.317
11 H -5.34 1.15 0.45  0.375
12 H -3.99 0.59 1.45  0.317
13 H -3.71 1.13 -1.55  0.365
14 H -3.58 2.37 -0.31  0.391
15 H -1.33 1.79 -0.75  0.236
16 H -1.72 1.27 0.87  0.356
17 H 0.21 -1.80 0.35  0.489
18 H 0.43 -0.14 1.00  0.451
19 H -2.72 -0.85 -1.76  0.473
20 H -1.74 -2.31 -1.19  0.450
21 H -3.13 -1.83 1.12  0.382
22 H -3.79 -2.76 -0.22  0.317
23 F 1.29 4.23 -0.79  -0.325
24 C 1.83 3.08 -1.32  0.026
25 C 2.15 3.08 -2.69  -0.676
26 C 2.54 1.85 -3.25  -0.503
27 C 2.62 0.70 -2.48  -0.681
28 C 2.14 0.71 -1.14  0.527
29 C 1.72 -0.57 -0.39  0.459
30 C 2.60 -0.88 0.87  -0.095
31 C 3.02 -2.22 1.05  -0.704
32 C 3.34 -2.69 2.31  -0.428
33 C 3.36 -1.84 3.44  -0.608
34 C 3.10 -0.49 3.18  0.375
35 F 3.00 0.34 4.28  -0.304
36 C 2.89 0.02 1.90  -0.244
37 C 1.88 1.93 -0.54  -0.506
38 H 2.07 3.96 -3.29  0.493
39 H 2.79 1.82 -4.30  0.407
40 H 3.01 -0.21 -2.94  0.413
41 H 1.99 -1.39 -1.09  0.678
42 H 3.09 -2.91 0.20  0.367
43 H 3.58 -3.74 2.44  0.392
44 H 3.58 -2.19 4.43  0.476
45 H 2.92 1.12 1.76  0.485
46 H 1.60 2.03 0.52  0.508

- Electronic energy: -1013.380366 a.u.
- E_HOMO: -11.92 eV
- Energy above the lowest of the compared OMol25 structures with the same formula, charge and spin: 45.7 kcal per mole
- Kohn-Sham gap: 0.2268 hartree
- Maximum force: 3.1 eV/Å
- Total charge: +1

Entry 2:
A structure of composition C45H47N5OP2PdSe at a distorted geometry, computed with wB97M-V/def2-TZVPD.

Last column: Mulliken charge in e.
Atoms and positions in Å:
1 Pd -0.04 -0.40 -0.47  1.588
2 C 3.15 2.26 -3.03  -1.471
3 C 1.80 1.54 -2.82  0.380
4 O 1.28 1.45 -1.70  -0.325
5 N 1.25 1.01 -3.97  -0.075
6 C -0.19 0.69 -3.98  -1.273
7 C -0.47 -0.71 -3.56  0.719
8 C -0.57 -1.75 -4.50  -0.888
9 C -1.32 -2.91 -4.22  -0.516
10 C -1.86 -3.08 -2.94  -0.922
11 C -1.54 -2.11 -1.99  -0.457
12 N -0.85 -0.99 -2.29  0.599
13 H 3.28 2.96 -2.22  0.265
14 H 3.14 2.79 -3.98  0.486
15 H 3.97 1.54 -2.94  0.255
16 H 1.63 1.29 -4.87  0.325
17 H -0.58 0.80 -5.01  0.614
18 H -0.65 1.38 -3.29  0.033
19 H -0.16 -1.63 -5.47  0.556
20 H -1.49 -3.66 -4.97  0.419
21 H -2.41 -3.95 -2.63  0.505
22 H -1.79 -2.19 -0.91  0.384
23 C -0.16 -1.27 2.85  -1.755
24 N 1.20 -1.71 2.54  0.600
25 C 1.42 -2.63 1.47  -1.858
26 P 1.74 -1.72 -0.12  1.585
27 C 3.36 -0.97 -0.04  0.964
28 C 4.47 -1.77 -0.27  -0.627
29 C 5.75 -1.21 0.02  -0.781
30 C 5.91 0.11 0.41  -0.825
31 C 4.77 0.90 0.48  -0.872
32 C 3.49 0.39 0.28  -0.538
33 C 1.87 -2.98 -1.42  0.768
34 C 1.40 -4.29 -1.25  -0.763
35 C 1.70 -5.25 -2.24  -0.525
36 C 2.45 -4.90 -3.36  -0.855
37 C 2.79 -3.57 -3.57  -0.693
38 C 2.52 -2.59 -2.61  -0.380
39 C 2.27 -1.27 3.35  0.972
40 C 2.26 0.02 4.00  -0.287
41 C 3.40 0.49 4.62  -0.727
42 C 4.55 -0.32 4.74  -0.666
43 C 4.53 -1.60 4.21  -0.437
44 C 3.40 -2.11 3.59  -0.550
45 P -0.87 -0.06 1.58  0.750
46 C -0.77 1.58 2.36  0.607
47 C -1.38 1.79 3.59  0.056
48 C -1.16 3.01 4.23  -1.012
49 C -0.35 3.99 3.70  -0.726
50 C 0.31 3.73 2.48  -1.029
51 C 0.06 2.55 1.78  -0.222
52 C -2.62 -0.50 1.65  1.169
53 C -3.01 -1.86 1.58  -0.591
54 C -4.29 -2.22 1.95  -0.717
55 C -5.22 -1.24 2.38  -0.770
56 C -4.88 0.10 2.35  -0.907
57 C -3.56 0.49 1.99  -0.668
58 H -0.11 -0.80 3.84  0.611
59 H -0.83 -2.15 2.93  0.516
60 H 0.53 -3.26 1.31  0.363
61 H 2.30 -3.26 1.68  0.284
62 H 4.37 -2.79 -0.64  0.497
63 H 6.61 -1.81 -0.21  0.422
64 H 6.88 0.45 0.69  0.472
65 H 4.88 1.97 0.71  0.398
66 H 2.64 1.07 0.34  0.319
67 H 0.85 -4.61 -0.35  0.275
68 H 1.30 -6.24 -2.10  0.396
69 H 2.80 -5.62 -4.08  0.392
70 H 3.29 -3.28 -4.47  0.449
71 H 2.90 -1.56 -2.76  0.336
72 H 1.33 0.59 3.95  0.178
73 H 3.43 1.49 5.01  0.419
74 H 5.43 0.03 5.26  0.386
75 H 5.41 -2.23 4.20  0.380
76 H 3.37 -3.18 3.29  0.351
77 H -2.07 1.04 4.03  0.469
78 H -1.68 3.20 5.17  0.383
79 H -0.17 4.94 4.22  0.415
80 H 1.05 4.40 2.08  0.452
81 H 0.46 2.32 0.76  0.187
82 H -2.25 -2.61 1.29  0.103
83 H -4.62 -3.28 1.95  0.373
84 H -6.20 -1.58 2.77  0.313
85 H -5.63 0.88 2.52  0.410
86 H -3.30 1.52 1.89  0.863
87 C -5.53 1.89 -3.14  -0.773
88 N -5.25 3.02 -2.24  0.230
89 C -6.02 4.18 -2.05  -0.579
90 C -5.47 4.90 -1.05  -0.580
91 N -4.35 4.21 -0.60  0.381
92 C -3.37 4.66 0.39  -0.525
93 C -4.24 3.03 -1.32  0.124
94 Se -2.94 1.73 -1.14  -0.803
95 H -6.55 1.48 -2.96  0.314
96 H -4.80 1.11 -2.96  0.145
97 H -5.45 2.22 -4.20  0.306
98 H -6.83 4.40 -2.73  0.455
99 H -5.70 5.88 -0.73  0.462
100 H -2.88 5.57 0.04  0.359
101 H -2.67 3.84 0.55  -0.180
102 H -3.87 4.84 1.33  0.356

- Electronic energy: -5303.989615 a.u.
- E_HOMO (alpha / beta): -4.94 / -4.94 eV
- Energy above the lowest of the compared OMol25 structures with the same formula, charge and spin: 2.9 kcal per mole
- Kohn-Sham gap (alpha / beta): 0.2008 / 0.2008 hartree
- Maximum force: 2.9 eV/Å
- Total charge: 0

Entry 3:
The molecule C5H9NO3 at a distorted geometry, computed with wB97M-V/def2-TZVPD.

Last column: Mulliken charge in e.
Atoms and positions in Å:
1 C -1.81 -0.36 -0.61  -0.674
2 C 1.25 -1.66 0.30  -0.886
3 C 0.45 2.02 -0.35  -1.154
4 C -1.12 -0.27 0.98  0.821
5 N 0.60 -0.35 0.50  -0.105
6 C 0.59 0.56 -0.73  0.693
7 O -2.14 -1.07 0.64  -0.402
8 O -1.12 0.37 2.00  -0.633
9 O 1.13 0.17 -1.73  -0.521
10 H 0.97 0.11 1.33  0.370
11 H -1.80 -1.10 -1.41  0.226
12 H -2.62 0.32 -0.88  0.291
13 H 0.64 -2.26 -0.36  0.280
14 H 2.23 -1.50 -0.15  0.341
15 H 1.44 -2.12 1.27  0.350
16 H 1.41 2.38 0.03  0.322
17 H 0.20 2.59 -1.24  0.337
18 H -0.30 2.17 0.42  0.343

- Electronic energy: -476.254302 a.u.
- E_HOMO: -8.69 eV
- SMILES string: CC(=O)[N@H+](C)[C@@]1([O-])CO1
- Energy above the lowest of the compared OMol25 structures with the same formula, charge and spin: 119.1 kcal per mole
- Kohn-Sham gap: 0.3348 hartree
- Maximum force: 2.8 eV/Å
- Total charge: 0

Entry 4:
The ion C4H9N2 with charge +1 at a distorted geometry, computed with wB97M-V/def2-TZVPD.

Last column: Mulliken charge in e.
Atoms and positions in Å:
1 C 1.31 0.95 0.10  -0.389
2 C 1.57 -0.40 -0.51  -0.450
3 C -0.29 -1.14 0.74  -0.203
4 C -0.60 0.19 0.13  -0.370
5 N 0.13 -0.89 -0.58  -0.389
6 N -1.91 0.69 -0.29  -0.084
7 H 1.53 1.00 1.12  0.323
8 H 1.34 1.75 -0.62  0.326
9 H 2.05 -0.36 -1.56  0.276
10 H 2.03 -1.10 0.19  0.357
11 H 0.56 -1.20 1.47  0.173
12 H -1.12 -1.75 1.13  0.294
13 H -2.50 -0.10 -0.14  0.372
14 H -1.86 0.79 -1.30  0.394
15 H -2.24 1.56 0.13  0.369

- Electronic energy: -266.900078 a.u.
- E_HOMO: -13.69 eV
- Energy above the lowest of the compared OMol25 structures with the same formula, charge and spin: 125.0 kcal per mole
- Kohn-Sham gap: 0.3679 hartree
- Maximum force: 6.8 eV/Å
- Total charge: +1